No. 1
8
Properties=species:S:1:pos:R:3 method="wB97M-V/def2-TZVPD" e_above_lowest_kj_mol=864.8 gap_ev="8.263 / 6.834"
C -1.29518 -1.53184 -0.54934
C -0.32745 0.38678 0.11915
O 1.73852 1.71083 0.00650
O 0.87279 0.36713 0.10612
Cl -1.38415 1.63855 0.21895
H -1.74285 -1.86669 0.39505
H -0.41402 -2.15505 -0.75140
H 2.55234 1.45028 0.45497

***

No. 2
9
Properties=species:S:1:pos:R:3 method="wB97M-V/def2-TZVPD" e_above_lowest_kj_mol=198.6 gap_ev=9.439
C -0.86240 0.68334 0.30604
C 0.21228 0.02305 -0.57288
O 0.72622 -0.85779 1.79757
O 0.19685 -1.35399 -0.75066
S 0.82168 0.46646 1.30350
Cl 0.82402 1.10897 -1.87682
H -1.25937 1.69209 0.11105
H -1.68176 0.05211 0.57216
H 1.02248 -1.81425 -0.88995

***

No. 3
10
Properties=species:S:1:pos:R:3 method="wB97M-V/def2-TZVPD" e_above_lowest_kj_mol=262.4 charge=-1 gap_ev=8.862 smiles="O=[P@]([O-])(Cl)[C@H]1CO1"
O -1.93678 1.41252 0.73799
P -1.54734 0.32088 -0.12857
O -1.38542 0.48607 -1.56658
Cl -2.59823 -1.28701 0.42106
C 0.42001 -0.55971 0.23670
C 1.57582 0.30528 0.12166
O 1.73555 -0.77502 1.07821
H 0.45237 -1.41607 -0.56912
H 2.04819 0.23862 -0.85002
H 1.23584 1.27443 0.51867

***

No. 4
12
Properties=species:S:1:pos:R:3 method="wB97M-V/def2-TZVPD" e_above_lowest_kj_mol=0.7 gap_ev=10.979
C -1.03045 0.12658 -0.81730
C 1.09226 -0.05385 0.74210
O 0.87625 2.18038 -0.79018
O -0.58493 1.81933 1.12165
O -1.13893 -1.68371 1.08479
O 0.25232 -2.25099 -0.82453
S 0.14945 1.29225 -0.01350
S -0.29891 -1.32093 0.06067
Cl 2.52342 -0.26844 -0.14815
H -2.02546 0.19819 -0.31805
H -1.11216 0.06663 -1.84518
H 1.29714 -0.10544 1.74769

***

No. 5
8
Properties=species:S:1:pos:R:3 method="wB97M-V/def2-TZVPD" e_above_lowest_kj_mol=88.9 gap_ev=8.531 smiles="S=C(S)CCl"
S -2.12310 -0.48300 -0.26470
C -0.62690 0.12432 -0.03574
S -0.02964 1.84300 -0.11512
C 0.55587 -0.79982 0.17045
Cl 2.16599 -0.18776 -0.29308
H -1.35982 2.27709 -0.07719
H 0.60320 -1.47293 -0.62201
H 0.81440 -1.30091 1.23737

***

No. 6
8
Properties=species:S:1:pos:R:3 method="wB97M-V/def2-TZVPD" e_above_lowest_kj_mol=113.5 gap_ev="7.323 / 7.981" spin_multiplicity=3
C -0.94840 -1.36084 0.02506
C 0.51581 2.22333 -0.07141
S -0.06720 -1.06534 -1.28208
S -0.87437 -2.56847 1.17373
Cl -0.52495 1.54311 -1.15301
H 1.48763 2.49242 -0.42996
H 0.29083 2.14264 0.97221
H 0.12066 -3.40687 0.76548

***

No. 7
9
Properties=species:S:1:pos:R:3 method="wB97M-V/def2-TZVPD" charge=+2 gap_ev="4.336 / 5.709" spin_multiplicity=2
O -0.66772 -0.44843 0.87227
C 0.24965 0.51020 0.51591
C 0.69078 0.55162 -0.87781
Cs -1.24296 -3.01488 -1.00155
H 0.95524 0.85045 1.28365
F 0.78289 -0.75432 -1.43526
H 0.48632 1.19529 -1.73857
Mg -1.48022 -0.61681 2.54765
H 0.22602 1.72687 -0.16629

***

No. 8
8
Properties=species:S:1:pos:R:3 method="wB97M-V/def2-TZVPD" e_above_lowest_kj_mol=242.1 gap_ev="6.601 / 5.721" spin_multiplicity=2
C -2.25851 0.12562 -0.58303
C -2.00598 0.85926 -1.68823
H -2.44121 -0.95303 -0.60823
F -2.75820 0.74536 0.51905
H -1.76930 0.34270 -2.61896
H -2.06783 1.94865 -1.66804
O -0.06258 -1.31451 0.91568
Cs 2.00912 0.34122 -0.51557

***

No. 9
8
Properties=species:S:1:pos:R:3 method="wB97M-V/def2-TZVPD" e_above_lowest_kj_mol=0.0 gap_ev="6.830 / 4.800" spin_multiplicity=2
C 0.87753 -1.29337 0.59060
C 0.95254 -0.41238 1.54323
O 0.99694 0.40307 2.39442
Li -1.66046 1.35859 -0.73151
H 1.51278 -1.23471 -0.27732
H 0.21299 -2.10524 0.64909
Cu -1.98038 3.46091 -3.29443
H -0.91194 -0.17687 -0.87410

***

No. 10
8
Properties=species:S:1:pos:R:3 method="wB97M-V/def2-TZVPD" e_above_lowest_kj_mol=96.6 gap_ev=10.069 smiles=FC[C@@H](F)I
F -0.36979 1.36331 -1.10250
C -0.59989 0.58299 0.03903
C 0.32485 -0.60232 0.02109
F 0.32231 -1.26914 -1.14803
I 2.40519 -0.06783 0.53328
H -0.23167 1.13736 1.02555
H -1.71750 0.28251 0.01010
H -0.13349 -1.42687 0.62148

***

No. 11
8
Properties=species:S:1:pos:R:3 method="wB97M-V/def2-TZVPD" e_above_lowest_kj_mol=394.0 gap_ev="7.932 / 7.929"
C -0.73533 0.05867 0.50031
C 0.36322 -0.27053 -0.52195
F -1.74398 0.60607 -0.17552
F 1.64520 1.75342 -0.56846
I 1.95033 -1.38671 0.08194
H -0.47809 0.62707 1.43321
H -1.15781 -0.99170 0.82756
H 0.15645 -0.39629 -1.57708

***

No. 12
9
Properties=species:S:1:pos:R:3 method="wB97M-V/def2-TZVPD" e_above_lowest_kj_mol=423.4 gap_ev=9.089
C -0.57346 2.06297 0.31733
C 0.09199 -1.84566 0.54807
O 0.47662 2.33351 -0.24307
F 0.76738 -2.95379 1.04036
F -1.15418 -2.22249 0.19968
I 1.24353 -1.35377 -1.67670
H -0.47604 2.07446 1.40664
H -1.46084 1.66377 -0.19266
H 1.08501 0.24101 -1.39964

***

no.,calculated total energy (a.u.)
1,-688.3548
2,-1086.7751
3,-1105.3357
4,-1635.4255
5,-1334.5229
6,-1334.3961
7,-472.5721
8,-273.0824
9,-1801.0656
10,-575.3898
11,-575.2766
12,-650.5214